## 1
112
Properties=species:S:1:pos:R:3 method="wB97M-V/def2-TZVPD" mol_weight_da=996.61 orbital_gap_ev="3.1716 / 2.0758" lumo_energy_ev="3.40 / 3.41" total_charge=-2 homo_ha="0.0085 / 0.0490"
Cs -1.3273 0.8138 1.4965
C 3.2208 0.6230 5.3537
C 2.8484 1.8467 4.8581
C 2.5152 1.9886 3.5248
C 2.5342 0.8454 2.6874
C 2.7960 -0.3890 3.1939
C 3.1318 -0.5304 4.5270
H 3.6443 0.5201 6.3409
H 2.8828 2.7454 5.4923
H 2.1824 2.9368 3.0455
H 2.2502 1.0012 1.6270
H 2.6455 -1.2287 2.5275
H 3.3724 -1.4790 5.0254
O 1.1226 -1.1090 -3.2670
C -0.0708 -1.2944 -3.9448
C -0.2446 -0.9843 -5.3003
C -1.3757 -1.5787 -5.9011
C -2.3996 -2.1119 -5.1310
C -2.2554 -2.3064 -3.7701
C -1.0890 -1.9047 -3.1364
P -0.7346 -2.0494 -1.3966
C -0.2252 -3.7631 -1.1127
C -0.9768 -4.8156 -1.5742
C -0.6002 -6.1217 -1.2547
C 0.6248 -6.3795 -0.6608
C 1.4309 -5.3061 -0.2438
C 1.0186 -3.9946 -0.4882
C -2.4915 -2.1528 -0.7725
C -2.9203 -3.0766 0.2110
C -4.2327 -3.1094 0.6224
C -5.1894 -2.3200 -0.0286
C -4.8112 -1.3941 -0.9549
C -3.4459 -1.2641 -1.2569
C 2.3957 -1.0944 -3.8744
C 2.8308 -2.1883 -4.6249
C 4.1435 -2.1062 -5.0908
C 4.8709 -0.9333 -4.9620
C 4.3623 0.1205 -4.2223
C 3.1631 0.0283 -3.5688
P 2.6021 1.1184 -2.1899
C 4.0968 1.9844 -1.6099
C 5.3052 1.3605 -1.2927
C 6.2567 2.0314 -0.5550
C 6.0159 3.2613 0.0006
C 4.8458 3.8778 -0.3216
C 3.8837 3.2788 -1.1513
C 1.6207 2.4068 -3.0650
C 0.2484 2.5803 -2.9043
C -0.4558 3.4801 -3.6955
C 0.2431 4.3565 -4.5551
C 1.6119 4.2014 -4.6531
C 2.2568 3.1501 -4.0408
H 0.5251 -0.5297 -5.9142
H -1.3629 -1.7329 -7.0165
H -3.2821 -2.4167 -5.6272
H -3.0557 -2.8010 -3.2150
H -1.8366 -4.6415 -2.2484
H -1.3372 -6.8982 -1.4983
H 0.9485 -7.4152 -0.5573
H 2.4194 -5.4641 0.2269
H 1.6268 -3.1350 -0.2102
H -2.2172 -3.7819 0.6284
H -4.5489 -3.7713 1.4226
H -6.2475 -2.5055 0.1949
H -5.5318 -0.6156 -1.2954
H -3.1555 -0.5324 -1.9516
H 2.2330 -3.1110 -4.6834
H 4.6694 -2.9775 -5.5257
H 5.8989 -0.8873 -5.3245
H 4.9142 1.0434 -4.2062
H 5.5695 0.4070 -1.7406
H 7.2341 1.5130 -0.3687
H 6.7422 3.7522 0.6377
H 4.6124 4.8598 0.0829
H 2.9852 3.8284 -1.4789
H -0.3376 1.9623 -2.2024
H -1.5360 3.5194 -3.6933
H -0.2462 5.1474 -5.1234
H 2.2006 4.9026 -5.2358
H 3.2728 2.9341 -4.3157
C -2.0367 5.0082 4.9600
O -2.0944 5.5075 3.5971
C -1.7147 4.5304 2.6831
O -1.0125 3.5854 2.9248
N -2.3058 4.8455 1.4402
N -2.1910 3.7978 0.4822
H -2.5314 5.7394 5.6230
H -0.9705 4.8748 5.2679
H -2.5052 4.0495 5.1291
H -3.0263 5.5589 1.4408
H -1.7517 4.2716 -0.3486
H -3.1074 3.4095 0.3211
F -4.0265 1.1976 3.3538
B -4.6990 1.4955 2.1025
F -5.8894 0.7845 1.9915
F -4.9199 2.8626 1.9502
F -3.8459 1.0738 1.0048
C -2.0617 -1.2131 6.1005
C -2.4024 -1.6483 4.6887
C -3.8600 -1.3331 4.3283
C -2.0838 -3.1182 4.3902
C -1.4063 -1.0145 3.8643
H -2.7172 -1.6213 6.9107
H -2.2035 -0.0859 6.1645
H -0.9929 -1.4037 6.3338
H -4.5502 -2.1993 4.5477
H -3.9394 -1.0952 3.2317
H -4.2132 -0.4344 4.8599
H -2.7844 -3.8059 4.9540
H -1.0974 -3.3514 4.8203
H -2.0450 -3.3746 3.3019
H -0.2997 -1.1186 3.8578

## 2
112
Properties=species:S:1:pos:R:3 method="wB97M-V/def2-TZVPD" mol_weight_da=996.61 orbital_gap_ev="3.7496 / 2.3030" lumo_energy_ev="3.43 / 3.44" total_charge=-2 homo_ha="-0.0116 / 0.0419"
Cs 0.2769 0.8115 1.7934
C 1.5812 4.8390 2.4169
C 1.4535 3.7654 3.3082
C 0.1665 3.4562 3.8135
C -0.9616 4.1090 3.3447
C -0.8461 5.1988 2.4741
C 0.4419 5.5675 2.0243
H 2.5582 5.0842 2.0062
H 2.3372 3.2145 3.5793
H 0.0682 2.6978 4.5466
H -1.9455 3.7515 3.6852
H -1.7567 5.7270 2.1221
H 0.4818 6.4986 1.4039
O -1.6715 -1.3046 -2.4760
C -3.0201 -1.1191 -2.7594
C -3.9039 -2.0223 -3.3683
C -5.1195 -1.5710 -3.8318
C -5.5276 -0.2440 -3.6196
C -4.6617 0.6683 -3.0112
C -3.4896 0.1931 -2.4190
P -2.3895 1.1644 -1.3678
C -3.4644 2.3996 -0.5924
C -3.7776 3.5918 -1.2458
C -4.5300 4.5969 -0.6345
C -4.9923 4.4290 0.6728
C -4.7390 3.1849 1.3059
C -3.9906 2.1813 0.6932
C -1.3855 2.1650 -2.5381
C -1.2678 1.8845 -3.8793
C -0.2856 2.5363 -4.6594
C 0.4039 3.6499 -4.1539
C 0.1341 4.0252 -2.8201
C -0.7257 3.2624 -2.0241
C -0.9034 -2.1289 -3.3283
C -1.2852 -2.5372 -4.6077
C -0.5644 -3.5632 -5.1899
C 0.5940 -4.0814 -4.6268
C 1.0428 -3.5933 -3.4177
C 0.3540 -2.5456 -2.7707
P 0.6513 -2.0727 -1.0821
C -0.2404 -3.3250 -0.2438
C 0.0311 -4.6488 -0.5830
C -0.6464 -5.6884 0.0824
C -1.6480 -5.3724 1.0064
C -1.8844 -4.0258 1.3083
C -1.2406 -2.9915 0.6295
C 2.3582 -2.4630 -0.5829
C 3.4482 -1.8225 -1.3925
C 4.7671 -2.4590 -1.2085
C 4.9928 -3.2478 -0.1192
C 3.9767 -3.6124 0.7420
C 2.6243 -3.3077 0.4434
H -3.5605 -3.0556 -3.4865
H -5.7661 -2.2621 -4.3656
H -6.5209 0.0714 -3.9131
H -4.8822 1.7410 -3.0216
H -3.4070 3.7305 -2.2358
H -4.6851 5.5108 -1.2214
H -5.5689 5.2211 1.1747
H -5.2082 3.0285 2.2629
H -3.7865 1.2177 1.1803
H -1.9200 1.1174 -4.3428
H -0.1402 2.2051 -5.6736
H 1.1319 4.1727 -4.7635
H 0.6685 4.8516 -2.3117
H -1.0186 3.6166 -1.0034
H -2.2065 -2.1870 -5.0326
H -0.9339 -3.9917 -6.0921
H 1.1405 -4.8549 -5.1770
H 2.0037 -3.8810 -2.9563
H 0.7856 -4.8595 -1.3005
H -0.3907 -6.7058 -0.2192
H -2.0802 -6.1342 1.6417
H -2.6751 -3.7534 1.9714
H -1.4881 -1.9596 0.7856
H 3.1112 -1.7190 -2.4271
H 5.6044 -2.2477 -1.8700
H 6.0138 -3.6266 0.0247
H 4.1029 -4.3225 1.5268
H 1.8523 -3.7066 1.1033
C -2.4814 -1.4095 5.5183
O -1.2312 -2.0284 5.2754
C -0.5255 -1.7665 4.1837
O -0.9972 -1.2102 3.1827
N 0.7810 -2.1817 4.3984
N 1.7110 -1.5623 3.4985
H -3.1313 -2.0985 6.1327
H -2.9960 -1.1730 4.5864
H -2.3019 -0.5238 6.1671
H 1.0201 -2.1644 5.4070
H 2.2991 -2.2861 3.1009
H 2.2260 -0.8809 4.0217
F 0.7461 0.6292 4.6963
B 0.9121 0.8070 6.1453
F -0.4596 0.9708 6.6434
F 1.5023 -0.3276 6.7049
F 1.6103 1.9906 6.3268
C 5.7957 0.3628 -1.2204
C 4.5032 0.6188 -0.4203
C 4.8783 0.6310 1.0493
C 3.8311 2.0198 -0.8078
C 3.4907 -0.3929 -0.7449
H 6.4930 1.1775 -1.1154
H 5.5739 0.2116 -2.2892
H 6.2830 -0.5456 -0.8248
H 4.2096 1.2436 1.7046
H 5.8655 1.1014 1.2526
H 4.8782 -0.3635 1.5251
H 2.8975 2.2762 -0.3085
H 3.5686 2.0514 -1.8819
H 4.5226 2.7881 -0.5470
H 2.4698 -0.0880 -0.4677

It is 1 that is the least stable of them.

## 1
40
Properties=species:S:1:pos:R:3 method="wB97M-V/def2-TZVPD" mol_weight_da=570.62 spin_multiplicity=2 orbital_gap_ev="6.2854 / 6.3071" lumo_energy_ev="4.32 / 4.32" total_charge=-2 s2=0.7554 homo_ha="-0.0721 / -0.0730"
Ti 0.1076 0.0451 0.2018
C 1.0332 0.5108 2.5970
C 1.9736 -0.3911 2.0839
C 1.2978 -1.5822 1.7382
C -0.0615 -1.4257 2.0666
C -0.2343 -0.1205 2.5837
H 1.2212 1.5260 2.9121
H 3.0221 -0.1916 1.9209
H 1.7309 -2.4472 1.2625
H -0.8413 -2.1605 1.9401
H -1.1676 0.3096 2.9086
S -2.4694 -0.0756 0.1030
C -2.8226 -1.7068 -0.3693
C -4.1806 -2.1460 -0.1800
N -5.2739 -2.4712 -0.0140
C -1.9197 -2.5637 -0.9214
S -0.2487 -2.1676 -1.2041
C -2.3467 -3.8811 -1.3071
N -2.6621 -4.9402 -1.6363
O -1.1428 4.9591 -2.8485
C -0.8144 4.0212 -3.7227
O -0.8452 4.2189 -4.9189
C -0.5015 2.6883 -3.1617
C -0.2104 1.5617 -3.9101
N 0.0255 0.5609 -3.0470
N -0.1046 0.9712 -1.7931
C -0.4167 2.2459 -1.8257
C -0.6247 2.8801 -0.4821
O -0.9583 4.0767 -0.4381
O -0.4490 2.0909 0.4898
H -1.1021 4.6213 -1.8933
H -0.1607 1.4284 -4.9764
H 0.1709 -0.4364 -3.1761
Cl 2.4779 2.4810 -0.2167
C 3.4203 1.5307 -1.3638
Cl 3.0973 2.1644 -3.0057
Cl 5.1509 1.7521 -0.9837
C 3.0768 -0.0180 -1.3922
O 3.8624 -0.6776 -2.0553
O 2.0296 -0.3837 -0.8088

## 2
40
Properties=species:S:1:pos:R:3 method="wB97M-V/def2-TZVPD" mol_weight_da=570.62 spin_multiplicity=2 orbital_gap_ev="6.4664 / 6.6370" lumo_energy_ev="4.43 / 4.43" total_charge=-2 s2=0.7554 homo_ha="-0.0748 / -0.0811"
Ti -0.5782 0.3399 -0.3193
C -1.2521 1.6971 1.6736
C -0.2319 1.5690 2.6345
C -0.3550 0.3145 3.2510
C -1.4334 -0.3570 2.6602
C -2.0082 0.4916 1.6890
H -1.5080 2.5996 1.1388
H 0.5449 2.2981 2.8262
H 0.3283 -0.0995 3.9822
H -1.7650 -1.3632 2.8814
H -2.9503 0.3276 1.1853
S -1.6060 -2.0764 -0.3182
C -1.4195 -2.5373 -1.9950
C -2.2199 -3.6385 -2.4376
N -2.8491 -4.5469 -2.7678
C -0.5621 -1.9306 -2.8633
S 0.5132 -0.6355 -2.4347
C -0.4748 -2.4107 -4.2121
N -0.4047 -2.7816 -5.3010
O 4.9628 0.8103 1.3381
C 4.5536 -0.4146 1.6388
O 5.2848 -1.2157 2.1791
C 3.1426 -0.7318 1.3331
C 2.5225 -1.9424 1.5882
N 1.2479 -1.8299 1.1853
N 1.0075 -0.6335 0.6774
C 2.1289 0.0496 0.7435
C 2.0687 1.3867 0.0953
O 3.0657 2.1130 0.0827
O 0.9308 1.6380 -0.4328
H 4.2305 1.3714 0.9337
H 2.9137 -2.8456 2.0222
H 0.4935 -2.5073 1.0979
Cl -2.3540 4.2810 -1.3447
C -2.3907 2.9370 -2.5264
Cl -3.3436 3.4501 -3.9350
Cl -0.7414 2.5579 -3.0216
C -3.0578 1.7139 -1.7897
O -4.2576 1.5567 -1.8941
O -2.1769 0.9949 -1.2443

It is 2 that is the least stable of them.